# 1
DFT (ωB97M-V/def2-TZVPD) results for one molecule with the formula C15H18N2O2S in a non-equilibrium geometry.

```
38
C15H18N2O2S ωB97M-V/def2-TZVPD
S -5.60 -0.17 -3.41
O -1.29 2.00 -2.37
O -2.08 -2.39 -0.84
N -3.04 0.75 -3.01
N -3.49 -1.30 -2.20
C 1.02 2.77 0.69
C -1.90 0.97 -2.18
C 4.88 -0.36 1.31
C 1.11 -1.01 1.06
C 3.40 -0.15 1.18
C -1.88 0.08 1.23
C 0.62 0.26 0.70
C -2.37 -1.31 -1.37
C 2.50 -1.22 1.21
C 1.52 1.35 0.84
C 2.89 1.14 0.98
C 0.22 -2.22 1.23
C -4.01 -0.22 -2.89
C -1.40 -0.10 -1.19
C -0.90 0.46 0.16
H -2.24 -0.90 0.92
H 0.29 3.03 1.46
H 5.39 0.11 0.46
H 5.16 -1.41 1.34
H -0.42 -2.37 0.35
H -0.44 -0.45 -1.57
H -0.42 -2.17 2.12
H -0.90 1.55 0.00
H -4.07 -2.13 -2.16
H 2.86 -2.25 1.31
H -2.70 0.79 1.17
H 0.54 2.90 -0.28
H -1.48 0.01 2.25
H 0.86 -3.12 1.32
H 5.28 0.12 2.20
H 3.60 1.95 0.91
H 1.83 3.50 0.74
H -3.33 1.50 -3.66
```

Summary:
SMILES ... Cc1cc(C)c([C@H](C)C2C(=O)NC(=S)NC2=O)c(C)c1
Energy relative to the best compared isomer or geometry (same formula, charge and spin) ... 25.1 kcal/mol
Spin multiplicity ... 1

# 2
DFT (ωB97M-V/def2-TZVPD) results for one molecule with the formula C15H18N4O3 in a non-equilibrium geometry.

```
40
C15H18N4O3 ωB97M-V/def2-TZVPD
O -1.81 0.37 2.90
O -1.73 1.33 -1.94
O 0.37 0.59 2.55
N -0.40 1.37 -0.10
N 2.28 1.53 -0.35
N 0.55 3.87 -1.14
N 4.35 0.98 -0.73
C -0.67 -1.08 0.06
C 2.50 1.65 -1.68
C -0.83 -3.10 1.61
C -1.46 -2.23 0.70
C -1.08 0.30 0.63
C -2.86 -4.35 1.76
C -3.55 -3.48 0.88
C -0.74 1.71 -1.37
C 0.23 2.78 -2.03
C 3.40 1.12 0.25
C 1.46 2.06 -2.67
C -2.80 -2.42 0.32
C -0.75 0.42 2.09
C -1.54 -4.18 2.16
C 3.80 1.32 -1.96
H 0.22 -2.89 1.85
H 1.10 1.15 -3.15
H 4.41 1.37 -2.85
H -0.36 4.07 -0.70
H -2.18 0.43 0.53
H 3.68 0.88 1.28
H -3.22 -1.73 -0.42
H -0.86 -1.00 -1.01
H 1.24 3.54 -0.48
H -0.40 3.12 -2.86
H 0.40 -1.18 0.28
H -4.59 -3.71 0.61
H 5.32 0.71 -0.59
H 1.91 2.77 -3.37
H 0.57 1.58 0.16
H -1.49 0.45 3.80
H -3.41 -5.21 2.17
H -1.05 -4.92 2.80
```

Summary:
SMILES ... N[C@@H](Cc1c[nH]cn1)C(=O)N[C@@H](Cc1ccccc1)C(=O)O
Energy relative to the best compared isomer or geometry (same formula, charge and spin) ... 8.1 kcal/mol
Spin multiplicity ... 1

# 3
DFT (ωB97M-V/def2-TZVPD) results for one molecule with the formula C15H18N4O4 in a non-equilibrium geometry.

```
41
C15H18N4O4 ωB97M-V/def2-TZVPD
O 2.64 2.71 -0.36
O 4.12 0.27 -1.05
O 0.94 4.07 0.34
O 1.96 0.77 1.16
N 0.41 -2.03 -0.25
N -2.39 -1.17 1.69
N 5.12 -1.42 0.21
N 0.53 0.66 -0.73
C -2.65 0.68 0.34
C -3.94 -1.40 -0.25
C -1.70 1.03 1.36
C -4.15 0.67 -1.64
C 2.86 -1.77 -0.56
C -3.22 1.39 -0.77
C -4.41 -0.79 -1.41
C 4.12 -0.87 -0.47
C 1.33 0.04 0.35
C 1.54 -1.43 0.32
C -0.63 2.06 1.07
C 1.29 2.98 -0.17
C -1.48 -0.18 2.07
C 0.13 2.00 -0.33
C -3.14 -0.62 0.57
H 3.11 -2.84 -0.12
H 5.22 -2.33 0.42
H -0.42 -1.97 0.30
H 2.70 1.82 -0.82
H -2.44 -2.04 2.18
H -4.19 -2.53 0.01
H -0.07 0.07 -1.29
H -2.93 2.41 -0.95
H -0.44 2.41 -1.16
H 1.98 -1.66 1.35
H -1.00 3.05 1.09
H -0.61 -0.47 2.63
H -4.91 -1.47 -2.32
H 0.70 -2.92 -0.69
H 0.10 2.22 1.90
H 5.95 -0.71 0.25
H -4.58 1.14 -2.56
H 2.54 -1.82 -1.69
```

Summary:
SMILES ... NC(=O)C[C@H](N)C(=O)N[C@@H](Cc1c[nH]c2ccccc12)C(=O)O
Energy relative to the best compared isomer or geometry (same formula, charge and spin) ... 100.4 kcal/mol
Spin multiplicity ... 1

# 4
DFT (ωB97M-V/def2-TZVPD) results for one molecule with the formula C15H18N4O4S in a non-equilibrium geometry.

```
42
C15H18N4O4S ωB97M-V/def2-TZVPD
S 1.19 -1.59 -1.76
O -1.33 2.48 -3.22
O -2.54 1.45 -1.22
O 0.93 1.46 1.92
O 0.56 3.59 -3.38
N -1.07 -2.01 1.77
N -0.72 2.39 -0.24
N -0.96 0.22 2.07
N -1.63 -0.94 1.99
C 0.26 2.46 -1.33
C 0.18 -0.06 -1.81
C -1.77 1.39 2.33
C 1.09 -0.92 1.70
C 0.30 -2.08 1.62
C -0.19 2.90 -2.74
C 0.90 -3.32 1.38
C 0.41 0.35 1.91
C -0.15 -2.79 -2.01
C 3.05 -2.23 1.32
C 2.47 -1.00 1.55
C -1.94 1.84 -0.22
C 1.05 1.13 -1.47
C -2.64 1.76 1.12
C 2.27 -3.38 1.23
H 0.31 -3.77 -2.03
H -0.64 -2.59 -2.96
H -0.28 2.57 0.65
H -0.63 -0.21 -1.09
H 3.06 -0.10 1.61
H 1.80 1.27 -2.24
H -2.42 1.17 3.18
H 0.98 3.22 -1.03
H -1.09 2.20 2.61
H -0.25 0.02 -2.81
H 2.74 -4.33 1.05
H -3.11 2.73 1.31
H -1.89 1.98 -2.54
H -3.43 1.02 1.01
H -0.86 -2.72 -1.19
H 1.57 0.94 -0.53
H 4.12 -2.30 1.19
H 0.28 -4.19 1.32
```

Summary:
SMILES ... CSCC[C@H](NC(=O)CCn1nnc2ccccc2c1=O)C(=O)O
Energy relative to the best compared isomer or geometry (same formula, charge and spin) ... 0.8 kcal/mol
Spin multiplicity ... 1

# 5
DFT (ωB97M-V/def2-TZVPD) results for a 2-piece molecular cluster, C15H18O overall in a non-equilibrium geometry.

```
34
C15H18O ωB97M-V/def2-TZVPD
O -2.15 1.92 0.93
C 2.41 1.33 -2.20
C -2.12 -1.63 1.63
C -2.33 0.59 0.74
C 4.59 1.00 -1.17
C 2.03 1.99 -1.04
C 2.83 2.06 0.10
C -2.66 -2.18 0.47
C 2.20 2.58 1.37
C -3.07 -1.32 -0.53
C -2.75 -3.67 0.36
C 3.70 0.81 -2.22
C 4.15 1.62 -0.01
C -2.89 0.05 -0.41
C -1.43 -4.24 -0.21
C -2.05 -0.26 1.81
H -1.51 -5.26 -0.60
H 1.12 2.59 1.23
H -3.14 0.73 -1.21
H 1.73 1.13 -3.00
H -1.94 -2.26 2.49
H -0.73 -4.40 0.61
H -2.00 2.34 0.05
H 4.75 1.86 0.86
H 2.51 2.04 2.26
H 5.57 0.55 -1.27
H -1.07 -3.56 -0.97
H -1.78 0.13 2.78
H -3.68 -1.73 -1.34
H 3.96 0.07 -2.96
H -3.50 -3.93 -0.40
H 1.06 2.49 -1.02
H 2.45 3.63 1.50
H -3.16 -4.22 1.20
```

Summary:
Net charge ... -1
Energy relative to the best compared isomer or geometry (same formula, charge and spin) ... 14.5 kcal/mol
Spin multiplicity ... 2

# 6
DFT (ωB97M-V/def2-TZVPD) results for a 2-piece molecular cluster, C15H18O overall in a non-equilibrium geometry.

```
34
C15H18O ωB97M-V/def2-TZVPD
O 0.87 -1.43 1.66
C 2.52 0.87 -0.72
C -2.67 0.61 1.15
C -4.94 0.85 -0.03
C 3.36 -1.50 -1.84
C 1.83 0.43 -1.84
C -4.00 1.28 1.09
C 4.10 -0.93 -0.83
C -2.13 0.31 2.47
C -2.06 0.12 0.04
C -0.81 -0.08 2.55
C -0.95 -0.77 0.23
C -0.26 -0.69 1.37
C 0.59 1.00 -2.50
C 3.65 0.22 -0.19
C 2.36 -0.71 -2.42
H 2.09 -1.12 -3.39
H -2.59 0.42 -0.95
H -0.61 -1.27 -0.66
H -4.55 -0.21 -0.19
H 1.62 -0.83 1.56
H -2.73 0.52 3.36
H 0.80 1.18 -3.53
H 4.26 0.61 0.61
H -0.23 0.12 3.45
H -5.92 0.40 0.16
H -4.50 1.13 2.08
H -3.80 2.34 1.16
H 2.26 1.86 -0.36
H -0.23 0.32 -2.24
H 4.89 -1.50 -0.34
H 3.73 -2.41 -2.30
H 0.33 2.01 -2.12
H -4.78 1.48 -0.89
```

Summary:
SMILES ... CCc1ccc(O)cc1.Cc1ccccc1
Energy relative to the best compared isomer or geometry (same formula, charge and spin) ... 55.6 kcal/mol
Spin multiplicity ... 1

What is the formula in the third record? C15H18N4O4